Density functional theory data (ωB97M-V/def2-TZVPD) for a molecular structure, C11H9ClNO2PtS3.

Properties
Frontier orbital gap: 6.66 eV
Molecular weight: 513.93 g mol⁻¹
E_HOMO: -4.1 eV
LUMO energy: 2.54 eV
Energy relative to the best compared isomer or geometry (same formula, charge and spin): 5.25 kcal/mol
Max |F|: 0.029 hartree/bohr
Charge: -1

Last column: natural (NBO) charge in e.
CARTESIAN COORDINATES (ANGSTROEM)
Pt 1.82 1.03 1.24  0.604
Cl -5.26 -1.41 1.70  -0.057
C -3.58 -1.11 1.27  -0.118
C -2.81 -2.17 0.74  -0.193
C -1.51 -1.97 0.38  -0.289
C -0.88 -0.67 0.48  0.441
O 0.28 -0.48 0.04  -0.728
C -1.68 0.36 1.10  -0.278
C -1.17 1.64 1.47  0.412
O -0.05 2.14 1.27  -0.634
C -3.02 0.11 1.46  -0.174
H -3.26 -3.15 0.62  0.214
H -0.91 -2.77 -0.02  0.214
H -1.89 2.28 2.00  0.116
H -3.61 0.91 1.90  0.212
S 4.90 -0.54 4.16  -0.198
C 3.78 0.05 3.10  -0.537
S 2.35 0.90 3.50  -0.028
S 3.82 -0.08 1.38  -0.028
C 0.89 0.69 -3.96  -0.588
C 1.73 0.06 -2.85  -0.521
C 2.02 1.01 -1.78  0.405
N 2.17 1.72 -0.88  -0.410
H 0.55 -0.08 -4.65  0.212
H 1.46 1.43 -4.52  0.207
H 0.01 1.18 -3.54  0.223
H 2.67 -0.33 -3.23  0.239
H 1.20 -0.76 -2.37  0.284

---

Density functional theory data (ωB97M-V/def2-TZVPD) for 6 unconnected molecules or ions with the total composition C23H21Cl8F3O.

Properties
Frontier orbital gap: 9.09 eV
Molecular weight: 654.04 g mol⁻¹
E_HOMO: -9.2 eV
LUMO energy: -0.12 eV
Max |F|: 0.051 hartree/bohr
Charge: 0

Last column: natural (NBO) charge in e.
CARTESIAN COORDINATES (ANGSTROEM)
Cl 31.63 16.41 -9.62  0.060
C 33.06 15.52 -9.04  -0.196
Cl 34.13 16.50 -7.98  0.057
Cl 32.37 14.09 -8.12  0.021
Cl 34.04 14.92 -10.40  0.059
Cl 26.67 11.83 -13.72  0.053
C 25.32 11.85 -14.89  -0.193
Cl 24.82 13.53 -15.12  0.056
Cl 26.01 11.37 -16.50  0.034
Cl 23.94 10.84 -14.27  0.051
F 15.12 15.37 -6.88  -0.327
C 14.94 16.67 -6.51  0.407
C 16.01 17.60 -6.72  -0.278
C 15.87 18.90 -6.27  -0.199
C 14.70 19.29 -5.54  -0.221
C 13.63 18.37 -5.41  -0.195
C 13.78 17.07 -5.90  -0.302
H 16.91 17.28 -7.23  0.229
H 16.65 19.61 -6.49  0.219
H 14.55 20.30 -5.20  0.215
H 12.77 18.81 -4.94  0.222
H 13.02 16.32 -5.77  0.230
F 18.32 26.15 -15.50  -0.320
C 17.57 25.42 -14.68  0.399
C 16.21 25.74 -14.55  -0.285
C 15.47 25.00 -13.63  -0.188
C 16.05 23.95 -12.93  -0.236
C 17.41 23.70 -13.02  -0.184
C 18.17 24.46 -13.92  -0.293
H 15.75 26.48 -15.19  0.230
H 14.41 25.16 -13.49  0.215
H 15.44 23.42 -12.22  0.214
H 17.85 22.99 -12.34  0.220
H 19.21 24.24 -14.14  0.228
F 30.66 20.95 -3.77  -0.339
C 31.32 21.86 -2.94  0.396
C 31.57 23.10 -3.47  -0.274
C 32.35 23.96 -2.73  -0.197
C 32.93 23.57 -1.54  -0.222
C 32.75 22.27 -1.07  -0.191
C 31.90 21.44 -1.77  -0.285
H 31.11 23.36 -4.41  0.231
H 32.55 24.95 -3.11  0.216
H 33.55 24.25 -0.97  0.215
H 33.20 22.01 -0.12  0.221
H 31.68 20.44 -1.43  0.229
C 23.82 19.63 -10.95  -0.713
C 23.98 20.76 -9.96  0.589
C 25.31 21.55 -9.84  -0.725
O 23.01 20.98 -9.21  -0.551
H 23.53 20.07 -11.90  0.236
H 23.02 18.96 -10.62  0.243
H 24.79 19.12 -11.02  0.218
H 25.32 22.26 -9.02  0.240
H 25.65 22.10 -10.72  0.234
H 26.13 20.83 -9.76  0.227

---

Density functional theory data (ωB97M-V/def2-TZVPD) for C2H3BrSi in the gas phase.

Properties
Frontier orbital gap (spin up / spin down): 6.24 / 6.63 eV
Molecular weight: 135.04 g mol⁻¹
E_HOMO (spin up / spin down): -8.4 / -8.6 eV
LUMO energy (spin up / spin down): -2.15 / -1.99 eV
Energy relative to the best compared isomer or geometry (same formula, charge and spin): 120.27 kcal/mol
Max |F|: 0.061 hartree/bohr
Charge: 0

Last column: natural (NBO) charge in e.
CARTESIAN COORDINATES (ANGSTROEM)
C -1.29 0.74 -0.14  -0.881
C 1.89 -1.00 -0.07  -0.573
Si 0.02 -0.52 -0.21  1.058
Br 3.20 0.31 -0.14  0.145
H -1.90 0.56 0.67  0.207
H -1.34 1.80 -0.10  0.216
H -0.59 -1.89 -0.02  -0.170

---

Density functional theory data (ωB97M-V/def2-TZVPD) for a molecular structure, C40H28Br3Cl3MnN4O2S.

Properties
Frontier orbital gap (spin up / spin down): 6.99 / 7.10 eV
Molecular weight: 1029.77 g mol⁻¹
E_HOMO (spin up / spin down): -10.1 / -10.2 eV
<S²>: 6.12
LUMO energy (spin up / spin down): -3.15 / -3.14 eV
Energy relative to the best compared isomer or geometry (same formula, charge and spin): 20.83 kcal/mol
Max |F|: 0.021 hartree/bohr
Charge: +1
Multiplicity: 5

Last column: Löwdin spin population.
CARTESIAN COORDINATES (ANGSTROEM)
Mn -0.37 -0.25 1.45  3.942
Br 2.22 -4.11 1.95  0.003
C 1.73 -3.18 3.52  0.017
C 1.99 -3.77 4.77  -0.003
C 1.64 -3.13 5.92  0.014
Br 1.99 -3.96 7.58  0.003
C 0.99 -1.86 5.88  0.000
C 0.57 -1.13 7.01  0.002
C -0.05 0.07 6.85  -0.002
C -0.25 0.55 5.54  0.004
N 0.12 -0.08 4.46  0.013
C 0.74 -1.28 4.62  0.006
C 1.13 -1.96 3.41  0.006
O 0.84 -1.37 2.28  0.091
H 2.47 -4.74 4.81  0.000
H 0.75 -1.54 8.00  0.000
H -0.38 0.65 7.69  0.000
H -0.75 1.51 5.39  0.000
Cl -1.52 5.45 -3.99  0.000
C -0.43 4.11 -3.83  0.000
C -0.84 2.97 -3.16  0.000
C 0.04 1.91 -3.04  0.000
C 1.33 1.97 -3.56  0.000
C 2.29 0.82 -3.32  0.000
C 3.26 1.12 -2.16  0.000
N 2.47 1.36 -0.97  0.005
C 2.00 2.58 -0.52  0.000
C 1.09 2.31 0.44  0.006
N 0.99 0.94 0.57  -0.011
C 1.84 0.40 -0.28  0.011
O 1.58 -0.34 -2.94  0.000
C 1.40 -1.29 -3.99  0.000
C 2.68 -2.01 -4.29  0.000
C 3.29 -2.84 -3.40  0.000
Cl 2.73 -3.23 -1.83  0.000
S 4.77 -3.47 -3.99  0.000
C 4.58 -2.63 -5.47  0.000
C 3.44 -1.89 -5.49  0.000
C 1.71 3.13 -4.22  0.000
Cl 3.31 3.28 -4.89  0.000
C 0.84 4.21 -4.37  0.000
H -1.84 2.91 -2.75  0.000
H -0.27 1.00 -2.53  0.000
H 2.91 0.64 -4.21  0.000
H 3.87 2.00 -2.36  0.000
H 3.90 0.26 -2.01  0.000
H 2.36 3.51 -0.93  0.000
H 0.50 2.99 1.03  0.001
H 2.00 -0.65 -0.44  0.001
H 0.99 -0.81 -4.88  0.000
H 0.65 -1.98 -3.60  0.000
H 5.33 -2.72 -6.24  0.000
H 3.13 -1.29 -6.34  0.000
H 1.16 5.10 -4.89  0.000
Br -2.63 -4.53 4.46  -0.001
C -2.85 -2.78 3.81  -0.001
C -3.94 -2.01 4.18  0.005
C -4.04 -0.73 3.67  -0.001
C -3.05 -0.25 2.83  0.007
N -1.99 -1.00 2.50  -0.014
C -1.90 -2.25 2.97  0.006
H -4.70 -2.41 4.85  0.000
H -4.88 -0.09 3.92  0.000
H -3.11 0.74 2.41  0.002
H -1.04 -2.83 2.68  0.000
C -4.13 3.11 -1.21  -0.003
C -3.35 3.22 -0.04  0.007
C -2.50 2.20 0.30  0.001
C -2.39 1.03 -0.49  -0.007
C -1.52 -0.04 -0.15  -0.140
C -1.41 -1.12 -0.98  0.010
C -2.16 -1.20 -2.18  -0.009
C -3.02 -0.19 -2.51  0.024
C -3.15 0.95 -1.68  -0.005
C -4.03 2.01 -2.01  0.004
H -4.80 3.92 -1.48  0.000
H -3.42 4.10 0.57  0.000
H -1.89 2.29 1.20  0.004
H -0.74 -1.95 -0.74  0.000
H -2.06 -2.07 -2.82  -0.002
H -3.60 -0.25 -3.42  0.001
H -4.62 1.93 -2.91  0.000

---

Density functional theory data (ωB97M-V/def2-TZVPD) for a gas-phase ion, C10H10N (charge +1).

Properties
Frontier orbital gap: 6.92 eV
Molecular weight: 144.20 g mol⁻¹
E_HOMO: -13.4 eV
LUMO energy: -6.44 eV
Energy relative to the best compared isomer or geometry (same formula, charge and spin): 148.09 kcal/mol
Max |F|: 0.112 hartree/bohr
Charge: +1

Last column: natural (NBO) charge in e.
CARTESIAN COORDINATES (ANGSTROEM)
C -3.94 -0.49 0.27  0.175
C 2.04 1.35 0.81  -0.005
C 1.39 1.32 2.06  -0.263
C 1.55 0.63 -0.27  -0.272
C 0.22 0.69 2.19  -0.049
C 0.35 0.05 -0.23  0.172
C -0.40 0.10 1.01  -0.234
C -0.25 -0.58 -1.46  -0.439
C 0.73 -1.42 -2.23  -0.588
C -1.74 -0.24 1.06  0.575
N -2.90 -0.39 0.95  -0.404
H -4.92 -0.27 0.86  0.197
H 3.14 1.76 0.70  0.260
H 1.80 1.88 2.86  0.249
H 2.13 0.57 -1.18  0.244
H -0.23 0.71 3.19  0.251
H -1.15 -1.31 -1.21  0.224
H -0.65 0.32 -1.94  0.249
H 0.30 -1.50 -3.28  0.238
H 1.65 -0.89 -2.39  0.205
H 0.85 -2.29 -1.77  0.216

---

Density functional theory data (ωB97M-V/def2-TZVPD) for a molecular structure, C48H52N4O2Pb.

Properties
Frontier orbital gap: 6.91 eV
Molecular weight: 924.17 g mol⁻¹
E_HOMO: -13.2 eV
LUMO energy: -6.25 eV
Energy relative to the best compared isomer or geometry (same formula, charge and spin): 1.79 kcal/mol
Max |F|: 0.005 hartree/bohr
Charge: +2

Last column: Löwdin charge in e.
CARTESIAN COORDINATES (ANGSTROEM)
Pb 0.06 0.69 0.76  1.614
C -0.75 3.74 -2.48  -0.057
C -0.45 2.36 -3.07  -0.376
C -1.07 2.22 -4.46  -0.038
C 1.05 2.09 -3.08  -0.150
C 1.90 2.96 -3.76  -0.016
C 3.27 2.77 -3.75  -0.041
C 3.81 1.72 -3.02  -0.014
C 3.00 0.83 -2.32  -0.142
C 3.66 -0.29 -1.53  -0.346
C 3.27 -0.30 -0.05  -0.085
C 3.49 -1.69 -2.14  -0.036
C 1.62 1.02 -2.40  -0.191
N 0.76 0.16 -1.66  0.015
C 0.18 -0.83 -2.22  -0.156
C -0.76 -1.72 -1.41  -0.159
N -1.05 -1.43 -0.20  0.028
C -1.89 -2.31 0.55  -0.189
C -3.26 -2.05 0.63  -0.145
C -4.03 -2.95 1.36  -0.017
C -3.47 -4.05 2.00  -0.040
C -2.10 -4.25 1.93  -0.017
C -1.28 -3.38 1.21  -0.150
C 0.22 -3.61 1.19  -0.373
C 0.79 -3.48 2.61  -0.057
C 0.59 -4.96 0.58  -0.040
C -3.96 -0.85 0.02  -0.348
C -3.72 -0.57 -1.47  -0.042
C -3.72 0.41 0.85  -0.052
C -1.21 -2.79 -2.31  -0.081
C -2.06 -3.86 -2.18  0.025
C -2.27 -4.69 -3.31  -0.025
C -1.65 -4.46 -4.51  0.023
C -0.77 -3.36 -4.67  -0.130
C -0.07 -2.99 -5.85  0.023
C 0.75 -1.88 -5.86  -0.025
C 0.92 -1.07 -4.72  0.022
C 0.25 -1.40 -3.57  -0.086
C -0.58 -2.55 -3.55  -0.066
H -1.83 3.85 -2.31  0.083
H -0.45 4.54 -3.15  0.086
H -0.23 3.90 -1.53  0.072
H -0.93 1.62 -2.42  0.103
H -0.61 2.92 -5.16  0.087
H -2.13 2.43 -4.43  0.088
H -0.93 1.22 -4.86  0.072
H 1.48 3.79 -4.31  0.121
H 3.92 3.45 -4.28  0.116
H 4.88 1.59 -2.98  0.122
H 4.73 -0.06 -1.57  0.136
H 2.26 -0.70 0.07  0.007
H 3.33 0.70 0.39  0.085
H 3.93 -0.96 0.52  0.094
H 2.47 -2.06 -2.02  0.066
H 4.16 -2.39 -1.63  0.090
H 3.74 -1.70 -3.20  0.091
H -5.10 -2.79 1.43  0.122
H -4.09 -4.73 2.55  0.116
H -1.66 -5.09 2.44  0.121
H 0.68 -2.83 0.58  0.106
H 0.48 -4.32 3.24  0.088
H 0.45 -2.57 3.10  0.070
H 1.88 -3.49 2.58  0.083
H 0.15 -5.78 1.14  0.085
H 1.67 -5.09 0.59  0.087
H 0.25 -5.03 -0.46  0.076
H -5.03 -1.08 0.11  0.135
H -2.76 -0.08 -1.65  0.059
H -4.49 0.10 -1.84  0.092
H -3.75 -1.49 -2.06  0.084
H -2.66 0.72 0.80  0.000
H -3.96 0.25 1.90  0.094
H -4.30 1.25 0.48  0.092
H -2.56 -4.09 -1.26  0.118
H -2.93 -5.54 -3.22  0.118
H -1.83 -5.12 -5.35  0.129
H -0.18 -3.58 -6.74  0.129
H 1.28 -1.63 -6.76  0.118
H 1.57 -0.20 -4.77  0.120
O -0.74 6.39 5.45  -0.041
C -1.23 6.51 4.14  -0.195
C -0.98 5.22 3.41  -0.142
C -1.58 4.97 2.18  0.017
C -1.30 3.78 1.54  -0.127
N -0.50 2.84 2.06  -0.053
C 0.07 3.07 3.25  -0.193
C -0.15 4.25 3.94  0.072
C 0.95 1.99 3.80  -0.187
C 1.50 2.08 5.07  0.069
C 2.32 1.07 5.56  -0.143
C 2.90 1.20 6.95  -0.191
O 3.42 2.50 7.15  -0.030
C 2.58 -0.01 4.74  0.023
C 2.00 -0.05 3.49  -0.128
N 1.20 0.92 3.02  -0.045
H -0.88 7.21 5.93  0.110
H -0.71 7.31 3.59  0.145
H -2.30 6.74 4.11  0.139
H -2.24 5.69 1.71  0.132
H -1.75 3.56 0.58  0.103
H 0.30 4.44 4.90  0.117
H 1.30 2.93 5.71  0.127
H 3.64 0.42 7.13  0.131
H 2.09 1.07 7.68  0.142
H 4.35 2.52 6.92  0.105
H 3.22 -0.83 5.06  0.129
H 2.17 -0.89 2.82  0.093

---

Which of these has the highest molecular weight?
C40H28Br3Cl3MnN4O2S